1.
The following is a DFT calculation (the ωB97M-V functional and the def2-TZVPD basis) of a 2-piece molecular cluster, C4H5FN3 overall in a non-equilibrium geometry.

Each line ends with the Mulliken charge.
Geometry (Å):
C: 0.8328 -0.4726 0.0062  -0.45
H: -0.2014 0.7994 -1.3051  0.10
F: 0.3288 -2.0615 1.0463  -0.76
C: -0.4773 0.1675 -0.4387  0.80
H: 0.8994 -1.6357 -0.2335  0.43
C: 1.7451 0.4184 0.7346  0.14
N: 2.0021 1.4807 1.2007  -0.72
N: -1.1196 0.9201 0.6356  -0.69
H: -1.8638 1.5117 0.2788  0.24
H: -0.4026 1.5033 1.0679  0.26
C: -1.4247 -0.8325 -0.9614  0.10
N: -2.1945 -1.6252 -1.2984  -0.52
H: 1.8759 -0.1736 -0.7330  0.08

Calculated values
HOMO energy ... -0.123 hartree
Frontier orbital gap ... 7.2 eV
F_max ... 6.45 eV/Å
Charge ... -1


2.
The following is a DFT calculation (the ωB97M-V functional and the def2-TZVPD basis) of C4H5FO2 as an isolated structure in a non-equilibrium geometry.

Each line ends with the Mulliken charge.
Geometry (Å):
C: 0.9049 0.8617 -0.5478  0.62
C: 1.8999 0.1250 0.2019  0.29
C: -1.2208 -0.8834 -0.0193  -0.92
C: -0.8456 0.5640 0.1727  -0.45
O: 0.8988 1.6496 -1.4397  -0.45
O: 2.2938 0.4530 1.2415  -0.38
F: 1.9494 -1.1266 -0.2627  -0.20
H: -2.1135 -1.1287 0.4675  0.36
H: -0.3077 -1.4996 0.3424  0.23
H: -1.1969 -1.1347 -1.0657  0.30
H: -0.6989 0.7999 1.2009  0.34
H: -1.5633 1.3197 -0.2917  0.28

Calculated values
HOMO energy ... -0.356 hartree
Frontier orbital gap ... 10.0 eV
F_max ... 6.25 eV/Å
Charge ... 0


3.
The following is a DFT calculation (the ωB97M-V functional and the def2-TZVPD basis) of C4H5FO3S in the gas phase in a non-equilibrium geometry.

Each line ends with the Mulliken charge.
Geometry (Å):
C: 1.1735 -0.8509 1.9570  0.55
C: -0.2225 0.2430 -0.9719  0.10
C: -0.2392 -0.8914 1.4679  -0.11
C: -0.5090 0.6305 -2.4022  -1.14
O: 1.9563 -1.7347 2.0030  -0.49
O: 0.7127 1.2013 -0.2902  -0.29
O: -0.8752 0.3573 1.5722  -0.34
F: 1.5264 0.3927 2.3721  -0.23
S: -0.7662 1.3300 0.2447  0.35
H: -0.1895 -1.1308 0.3654  0.31
H: -0.8243 -1.6499 1.9893  0.39
H: 0.1097 0.0128 -3.0529  0.26
H: -0.2998 1.6771 -2.6292  0.34
H: -1.5530 0.4131 -2.6251  0.29

Calculated values
HOMO energy ... -0.311 hartree
Frontier orbital gap ... 8.7 eV
F_max ... 1.47 eV/Å
Charge ... 0